{
  "formula": "C16H40N8O14S2",
  "method": "the ωB97M-V functional and the def2-TZVPD basis",
  "symbols": ["O", "S", "O", "O", "C", "C", "O", "H", "H", "H", "H", "O", "S", "O", "O", "C", "C", "O", "H", "H", "H", "H", "C", "C", "C", "O", "C", "H", "H", "H", "H", "H", "H", "H", "H", "C", "C", "C", "O", "C", "H", "H", "H", "H", "H", "H", "H", "H", "N", "C", "N", "O", "H", "H", "H", "H", "N", "C", "N", "O", "H", "H", "H", "H", "N", "C", "N", "O", "H", "H", "H", "H", "N", "C", "N", "O", "H", "H", "H", "H"],
  "coordinates": [[-1.20614, -1.11803, 0.58396], [0.14430, -0.64891, 0.46898], [1.20209, -1.60504, 0.43351], [0.27665, 0.47125, -0.67496], [0.34981, 1.78872, -0.15707], [0.70480, 1.71260, 1.32635], [0.30680, 0.41673, 1.71900], [1.11346, 2.37801, -0.66180], [-0.63006, 2.24175, -0.31363], [0.30866, 2.52649, 1.93446], [1.78732, 1.74158, 1.51347], [-7.12392, 1.39587, 0.16010], [-5.75184, 1.77635, 0.22033], [-5.39601, 3.12810, -0.05581], [-4.98121, 1.23054, 1.55304], [-3.66793, 0.74641, 1.27170], [-3.55435, 0.68727, -0.27196], [-4.90259, 0.82274, -0.76155], [-2.86969, 1.36938, 1.66802], [-3.62256, -0.27544, 1.63536], [-3.34944, -0.33327, -0.57198], [-2.95599, 1.47260, -0.72543], [-0.86419, -5.74613, -1.50668], [-1.46371, -5.85030, -2.91611], [-0.52993, -5.02114, -3.77389], [-0.01629, -4.03970, -2.88661], [0.00935, -4.49339, -1.51615], [-0.28024, -6.63995, -1.27499], [-1.68658, -5.76710, -0.79240], [-2.50587, -5.52206, -2.88397], [-1.52524, -6.89301, -3.23241], [-1.03534, -4.65157, -4.66434], [0.28489, -5.69695, -4.05692], [-0.36805, -3.75116, -0.81203], [1.07816, -4.63414, -1.34670], [4.64290, -1.28103, -0.69008], [3.75018, -0.37921, -1.50140], [4.21932, -0.54794, -2.91907], [5.63476, -0.63454, -2.75567], [5.98348, -1.05160, -1.44373], [4.39013, -2.34006, -0.82684], [4.71587, -1.18561, 0.39022], [3.93151, 0.63452, -1.11432], [2.67936, -0.48582, -1.31745], [4.07603, 0.26088, -3.63395], [3.71607, -1.44750, -3.30276], [6.41746, -0.16873, -0.95966], [6.64532, -1.90847, -1.33630], [0.18513, 4.33907, 4.77557], [-0.52649, 4.62512, 3.62635], [-0.39542, 5.93576, 3.23647], [-1.23547, 3.76408, 3.11429], [-0.18057, 3.53688, 5.26424], [0.65509, 5.04909, 5.29826], [0.07253, 6.51325, 3.90076], [-0.65334, 6.28714, 2.33241], [-2.18310, -1.87654, -2.80125], [-1.40893, -0.80418, -3.15273], [-0.07888, -1.12590, -3.28869], [-1.82228, 0.34423, -3.24596], [-1.91333, -2.80343, -3.07658], [-3.15598, -1.82580, -2.56405], [0.16456, -2.10617, -3.14208], [0.58681, -0.39909, -3.45177], [4.11220, -1.56114, 4.82936], [3.21614, -2.11861, 3.95575], [3.15693, -1.50713, 2.71847], [2.40793, -2.97544, 4.29214], [4.80955, -0.88186, 4.59277], [4.43146, -2.29015, 5.45978], [2.30400, -1.76136, 2.23849], [3.70001, -0.67364, 2.63133], [-3.50278, 5.64861, 1.61569], [-3.21114, 5.56425, 0.27236], [-2.35636, 4.53975, 0.02353], [-3.72261, 6.29480, -0.55786], [-4.28110, 6.23796, 1.85397], [-3.32010, 4.86152, 2.21354], [-2.18350, 4.29149, -0.93488], [-1.75247, 4.19344, 0.75042]],
  "homo_ev": -9.63,
  "smiles": "O=S1(=O)OCCO1.O=S1(=O)OCCO1.C1CCOC1.C1CCOC1.NC(N)=O.NC(N)=O.NC(N)=O.NC(N)=O",
  "spin_multiplicity": 1,
  "e_tot_ev": -79497.53531,
  "gap_ev": 9.6
}